1.
This record from OMol25 describes a molecular structure, C18H20CaN4O4S2. The level of theory is ωB97M-V/def2-TZVPD.

LUMO = 0.47 eV
Gap between HOMO and LUMO = 7.878 eV
Strongest force on any atom = 0.77 eV Å⁻¹
Spin multiplicity = 1
E_tot = -2691.96530 a.u.
HOMO energy = -7.41 eV
Energy relative to the best compared isomer or geometry (same formula, charge and spin) = 0.72 kcal per mole

Cartesian coordinates (Å):
Ca  -0.469  0.207  -1.309
S  2.050  3.494  -4.154
S  -1.649  -0.021  -3.907
O  1.423  -0.758  -0.303
O  0.354  -1.949  -1.643
O  -0.657  1.208  0.819
O  -2.508  -0.635  -1.109
N  1.321  -1.888  -0.858
N  -2.694  -1.628  -1.985
N  0.919  2.133  -2.283
N  -0.044  1.254  2.969
C  2.084  2.683  -1.734
C  4.444  3.867  -0.918
C  -3.453  -3.856  -2.275
C  -1.634  -0.453  2.231
C  0.825  2.477  -3.529
C  2.526  2.471  -0.425
C  -0.797  -1.708  2.518
C  -0.759  0.739  1.960
C  0.662  -0.689  4.379
C  -2.345  -1.478  -3.297
C  0.045  0.704  4.318
C  -3.126  -3.762  -3.630
C  -0.287  -1.804  3.951
C  3.703  3.066  -0.033
C  4.023  4.071  -2.213
C  -3.223  -2.770  -1.485
C  2.830  3.462  -2.612
C  -2.594  -2.601  -4.116
H  1.962  1.830  0.240
H  4.598  4.678  -2.899
H  -3.872  -4.752  -1.841
H  -0.947  0.702  4.779
H  1.570  -0.698  3.768
H  -3.287  -4.602  -4.294
H  5.366  4.323  -0.583
H  -1.146  -1.803  4.633
H  -2.292  -0.234  3.079
H  4.075  2.908  0.971
H  0.206  -2.768  4.088
H  -2.330  -2.502  -5.159
H  0.043  -1.749  1.816
H  0.644  1.413  4.889
H  0.554  2.023  2.710
H  -3.430  -2.711  -0.428
H  -1.412  -2.582  2.296
H  0.978  -0.867  5.410
H  -2.257  -0.590  1.349
H  0.007  2.146  -4.155

Atoms 1-3, force components in eV/Å:
-0.043 0.739 -0.211
0.106 0.072 -0.136
-0.114 -0.274 0.297

=====

2.
This record from OMol25 describes a molecular structure, C18H20Cl12FIN2O2S in a non-equilibrium geometry. The level of theory is ωB97M-V/def2-TZVPD.

LUMO = -0.61 eV
Gap between HOMO and LUMO = 8.325 eV
Strongest force on any atom = 1.08 eV Å⁻¹
Spin multiplicity = 1
E_tot = -7275.90031 a.u.
HOMO energy = -8.93 eV

Cartesian coordinates (Å):
I  1.014  3.916  2.365
Cl  -0.153  -6.720  3.581
Cl  5.974  4.225  -3.127
Cl  -0.994  -0.762  5.300
Cl  3.663  5.982  -3.219
Cl  3.311  3.097  -3.337
Cl  1.529  -6.661  5.947
Cl  -0.633  -0.921  2.421
Cl  0.185  -3.131  4.105
Cl  -1.194  -5.669  6.083
Cl  -3.671  -3.183  0.452
Cl  -2.610  -4.252  -2.029
Cl  -0.965  -4.229  0.355
S  1.015  -0.845  -5.321
F  4.357  1.609  -0.560
O  0.687  4.120  -0.551
O  -3.589  0.181  -0.618
N  -0.107  -0.375  -4.291
N  2.352  -0.419  -4.519
C  4.353  4.458  -3.780
C  2.707  0.660  -2.325
C  -3.778  1.480  -0.094
C  2.104  1.191  -1.235
C  -3.756  1.527  1.428
C  0.509  0.156  -3.230
C  -1.652  0.667  -2.093
C  0.542  3.343  0.333
C  -2.607  -4.392  -0.269
C  -0.116  -6.851  5.341
C  -2.231  -0.108  -0.900
C  0.017  1.938  0.095
C  3.033  1.720  -0.154
C  1.926  0.121  -3.383
C  2.909  0.866  1.114
C  -0.138  0.719  -2.088
C  0.656  1.258  -1.103
C  -0.980  -1.829  3.896
H  -1.964  -2.267  3.793
H  -4.484  0.840  1.855
H  3.780  0.628  -2.416
H  2.855  2.776  0.046
H  -1.039  2.087  -0.133
H  -2.982  -5.372  -0.007
H  -2.198  -1.165  -1.168
H  -2.762  1.370  1.850
H  -4.765  1.810  -0.424
H  1.901  0.482  1.249
H  -1.619  -0.029  0.000
H  -4.041  2.541  1.725
H  4.426  4.498  -4.858
H  -1.952  0.122  -2.985
H  3.206  1.412  2.006
H  -3.072  2.221  -0.481
H  3.537  -0.010  0.950
H  -0.463  -7.839  5.611
H  -2.080  1.665  -2.209
H  0.046  1.342  1.006

Atoms 1-3, force components in eV/Å:
-0.153 -0.093 0.028
-0.020 -0.031 0.001
0.010 -0.005 -0.018

=====

3.
This record from OMol25 describes a molecular structure, C18H20F11N4O2PRuS2SbSe. The level of theory is ωB97M-V/def2-TZVPD.

LUMO (spin up / spin down) = -5.95 / -5.91 eV
Gap between HOMO and LUMO (spin up / spin down) = 5.051 / 5.103 eV
Strongest force on any atom = 0.64 eV Å⁻¹
Spin multiplicity = 1
E_tot = -6040.24845 a.u.
Total charge = +1
HOMO energy (spin up / spin down) = -11.00 / -11.01 eV
Energy relative to the best compared isomer or geometry (same formula, charge and spin) = 12.80 kcal per mole

Cartesian coordinates (Å):
Sb  1.433  2.725  -1.568
Ru  -0.129  -0.330  0.891
Se  2.304  -0.536  0.172
S  -1.349  -1.212  2.494
S  -0.578  -2.381  -0.267
P  -1.920  -2.700  1.186
F  1.481  -1.663  2.981
F  5.058  -4.613  3.644
F  0.432  1.133  -0.935
F  4.857  -2.029  -0.258
F  2.716  -3.520  4.490
F  0.463  2.551  -3.149
F  6.126  -3.850  1.271
F  2.158  2.780  0.161
F  -0.007  3.765  -0.860
F  2.337  4.256  -2.111
F  2.758  1.532  -2.126
O  -1.952  -4.149  1.748
O  -3.395  -2.388  0.803
N  0.177  1.467  1.956
N  -2.367  2.732  -0.286
N  -0.307  3.583  2.143
N  -1.671  0.750  0.265
C  0.740  3.337  2.999
C  -0.757  -4.427  3.881
C  4.328  -2.384  0.911
C  3.133  -1.812  1.315
C  -2.954  1.842  -1.167
C  -3.721  -3.995  -1.056
C  1.031  2.011  2.875
C  -4.372  -3.271  0.099
C  3.252  -3.153  3.325
C  0.333  -5.116  1.704
C  -1.588  2.056  0.542
C  -5.042  -4.179  1.101
C  4.983  -3.318  1.686
C  2.630  -2.214  2.534
C  -2.512  0.613  -0.828
C  4.441  -3.710  2.896
C  -0.950  -4.975  2.487
C  -0.610  2.432  1.527
H  0.142  -5.433  0.678
H  -0.683  4.492  1.928
H  -2.734  -0.347  -1.256
H  -2.976  -4.713  -0.707
H  -4.489  -4.551  -1.594
H  0.893  -4.180  1.683
H  -5.086  -2.542  -0.274
H  1.187  4.112  3.594
H  -0.206  -3.487  3.870
H  1.797  1.435  3.363
H  -1.715  -4.283  4.382
H  -2.342  3.734  -0.404
H  -5.923  -4.622  0.637
H  -3.621  2.169  -1.944
H  -0.178  -5.148  4.459
H  -1.466  -5.929  2.532
H  -5.367  -3.614  1.975
H  -4.378  -4.982  1.418
H  0.950  -5.874  2.187
H  -3.249  -3.303  -1.754

Atoms 1-3, force components in eV/Å:
0.166 0.197 -0.159
-0.574 0.127 0.176
-0.038 0.247 0.121

=====

4.
This record from OMol25 describes C18H20FN3O in the gas phase. The level of theory is ωB97M-V/def2-TZVPD.

LUMO = 0.65 eV
Gap between HOMO and LUMO = 9.361 eV
Strongest force on any atom = 0.94 eV Å⁻¹
Spin multiplicity = 1
E_tot = -1037.28009 a.u.
HOMO energy = -8.71 eV
SMILES string = C=CCCC(=O)N[C@@H]1CCCc2c1cnn2-c1ccccc1F
Energy relative to the best compared isomer or geometry (same formula, charge and spin) = 17.75 kcal per mole

Cartesian coordinates (Å):
F  -4.507  2.451  0.080
O  3.455  1.953  1.382
N  -1.995  1.795  -0.804
N  2.124  0.817  -0.037
N  -2.401  0.660  -0.218
C  -3.733  0.245  -0.322
C  -0.215  -1.162  2.217
C  -4.059  -1.085  -0.570
C  1.067  -0.852  1.445
C  1.053  0.591  0.912
C  -6.097  0.777  -0.308
C  4.698  -0.919  -0.819
C  -6.400  -0.551  -0.549
C  -4.775  1.165  -0.193
C  -1.381  0.062  0.456
C  4.273  1.557  -0.844
C  4.887  -1.735  -1.839
C  -5.380  -1.479  -0.676
C  -0.724  1.935  -0.509
C  -0.277  0.870  0.294
C  3.259  1.479  0.283
C  5.318  0.437  -0.697
C  -1.424  -1.179  1.274
H  -0.125  -2.130  2.713
H  -0.363  -0.400  2.984
H  -1.362  -2.062  0.630
H  1.243  1.289  1.738
H  5.787  0.535  0.286
H  1.936  -0.986  2.090
H  3.781  1.481  -1.815
H  -3.268  -1.806  -0.696
H  -7.430  -0.859  -0.638
H  -2.359  -1.243  1.838
H  1.158  -1.542  0.601
H  4.418  -2.703  -1.894
H  -0.170  2.776  -0.874
H  4.050  -1.207  -0.001
H  6.085  0.564  -1.463
H  -5.612  -2.515  -0.869
H  2.026  0.403  -0.951
H  -6.870  1.521  -0.199
H  4.780  2.521  -0.774
H  5.530  -1.471  -2.662

Atoms 1-3, force components in eV/Å:
-0.083 -0.221 -0.004
0.218 0.147 0.417
-0.299 0.638 -0.619

=====

5.
This record from OMol25 describes a molecular structure, C18H20IIrN2O5PS2 in a non-equilibrium geometry. The level of theory is ωB97M-V/def2-TZVPD.

LUMO (spin up / spin down) = 0.98 / 1.03 eV
Gap between HOMO and LUMO (spin up / spin down) = 5.863 / 5.831 eV
Strongest force on any atom = 4.39 eV Å⁻¹
Spin multiplicity = 1
E_tot = -2723.54596 a.u.
Total charge = -1
HOMO energy (spin up / spin down) = -4.88 / -4.80 eV
Energy relative to the best compared isomer or geometry (same formula, charge and spin) = 81.45 kcal per mole

Cartesian coordinates (Å):
Ir  0.841  -2.072  0.637
I  2.798  -3.631  -0.015
S  -0.863  -1.732  -1.204
S  -0.546  1.731  -0.523
P  -0.937  0.247  -1.746
O  -0.169  0.335  -3.177
O  -2.438  0.491  -2.249
O  -0.469  -3.279  1.840
O  2.195  -0.230  0.597
O  4.214  1.151  -0.155
N  0.145  -0.595  2.188
N  0.872  0.514  2.296
C  -2.677  -3.946  2.171
C  2.306  2.913  2.420
C  4.391  3.343  0.659
C  1.161  -0.116  -3.362
C  2.680  1.884  1.558
C  3.972  4.360  1.489
C  -2.018  -1.635  2.609
C  -2.825  -0.440  -4.482
C  2.939  4.138  2.391
C  -4.293  -2.381  3.016
C  -3.340  -1.397  3.028
C  -3.200  -0.436  -3.007
C  3.758  2.098  0.678
C  -1.656  -2.960  2.182
C  -3.950  -3.667  2.584
C  2.166  0.852  -2.768
C  -1.102  -0.555  2.580
C  1.896  0.644  1.485
H  3.622  0.365  -0.051
H  -3.590  -0.401  3.370
H  1.498  2.726  3.108
H  -3.620  -0.912  -5.054
H  -4.234  -0.105  -2.871
H  1.285  -0.197  -4.449
H  -4.701  -4.444  2.576
H  -3.085  -1.442  -2.587
H  2.627  4.929  3.059
H  -1.899  -0.989  -4.640
H  -1.495  0.421  2.861
H  1.961  0.959  -1.706
H  -2.691  0.581  -4.833
H  -5.307  -2.171  3.326
H  4.454  5.329  1.432
H  5.205  3.478  -0.039
H  2.068  1.829  -3.239
H  -2.408  -4.936  1.834
H  3.176  0.470  -2.899
H  1.284  -1.114  -2.919

Atoms 1-3, force components in eV/Å:
-1.826 3.016 2.618
-0.095 -0.332 -0.341
1.350 -0.304 1.688

=====

6.
This record from OMol25 describes C18H20N2O in the gas phase. The level of theory is ωB97M-V/def2-TZVPD.

LUMO = 0.41 eV
Gap between HOMO and LUMO = 8.427 eV
Strongest force on any atom = 0.61 eV Å⁻¹
Spin multiplicity = 1
E_tot = -882.67049 a.u.
HOMO energy = -8.01 eV
SMILES string = CC(C)c1ncc([C@@H](O)c2cccc3ccccc23)n1C
Energy relative to the best compared isomer or geometry (same formula, charge and spin) = 19.49 kcal per mole

Cartesian coordinates (Å):
O  -0.575  1.606  -1.354
N  2.283  -1.000  1.159
N  1.920  0.535  -0.388
C  -5.396  -0.576  0.326
C  0.960  -0.714  1.127
C  -5.748  0.655  0.801
C  -3.063  0.136  0.121
C  2.162  1.495  -1.430
C  -3.469  1.400  0.607
C  0.703  0.232  0.170
C  -0.621  0.863  -0.142
C  -1.436  -1.415  -0.764
C  -1.722  -0.182  -0.235
C  2.842  -0.247  0.245
C  4.963  0.926  0.748
C  4.311  -0.223  -0.031
C  -4.772  1.652  0.937
C  4.932  -1.559  0.372
C  -4.062  -0.866  -0.030
C  -2.425  -2.394  -0.917
C  -3.712  -2.130  -0.546
H  4.722  -1.756  1.419
H  4.505  -2.367  -0.216
H  -2.745  2.193  0.723
H  4.479  -0.068  -1.104
H  -1.476  1.866  -1.573
H  -5.056  2.626  1.305
H  -4.484  -2.879  -0.651
H  -6.772  0.870  1.069
H  -6.138  -1.353  0.210
H  -2.156  -3.356  -1.327
H  -0.843  1.554  0.692
H  1.820  2.483  -1.117
H  4.814  0.773  1.814
H  6.008  -1.538  0.215
H  0.269  -1.204  1.784
H  -0.423  -1.643  -1.059
H  1.616  1.220  -2.333
H  4.527  1.885  0.474
H  6.031  0.960  0.546
H  3.226  1.539  -1.648

Atoms 1-3, force components in eV/Å:
0.134 0.179 -0.198
0.534 -0.193 0.118
-0.091 -0.241 0.298